{
  "formula": "C55H72BrClGaNP",
  "method": "the ωB97M-V functional and the def2-TZVPD basis",
  "species": ["C", "C", "C", "C", "C", "C", "C", "Ga", "C", "C", "C", "Cl", "C", "C", "C", "Br", "P", "N", "H", "H", "H", "H", "H", "H", "H", "H", "H", "H", "H", "H", "H", "H", "H", "H", "H", "H", "H", "H", "H", "H", "H", "H", "H", "H", "H", "H", "H", "H", "C", "C", "C", "C", "C", "C", "H", "H", "H", "H", "H", "H", "C", "C", "C", "C", "C", "C", "H", "H", "H", "H", "H", "H", "C", "C", "C", "C", "C", "C", "H", "H", "H", "H", "H", "H", "C", "C", "C", "C", "C", "C", "H", "H", "H", "H", "H", "H", "C", "C", "C", "C", "C", "C", "H", "H", "H", "H", "H", "H", "C", "C", "C", "C", "C", "C", "H", "H", "H", "H", "H", "H", "C", "C", "C", "C", "C", "C", "H", "H", "H", "H", "H", "H"],
  "positions_angstrom": [[3.368088, -5.895676, 0.665543], [4.479225, -5.582670, -0.351180], [3.950586, -5.309380, -1.760565], [2.870268, -4.217805, -1.830492], [2.874595, -3.447362, -3.159958], [3.613893, -2.095325, -3.135292], [2.815166, -0.910090, -2.547057], [2.653939, -0.675382, -0.533938], [1.051462, -1.702374, 0.184685], [-0.234686, -0.954131, 0.561975], [-1.394148, -1.335336, -0.343214], [-0.712793, -1.269964, 2.288998], [4.337441, -1.250799, 0.472505], [5.481077, -0.280550, 0.693199], [6.771731, -0.889653, 1.248938], [5.890779, 0.667152, -0.997856], [2.306886, 1.626556, 0.033411], [1.419898, 1.842555, 1.357045], [3.087060, -5.019851, 1.259953], [2.458099, -6.245115, 0.160881], [3.674400, -6.683364, 1.360357], [5.193037, -6.413089, -0.389502], [5.045054, -4.708699, -0.012497], [3.550406, -6.241044, -2.183540], [4.794650, -5.018726, -2.401675], [1.879189, -4.660845, -1.666710], [3.015530, -3.521166, -1.001003], [1.847780, -3.268757, -3.510711], [3.339180, -4.085940, -3.927729], [3.891329, -1.868472, -4.176163], [4.571456, -2.213463, -2.600629], [1.802791, -0.933018, -2.988799], [3.275709, 0.017970, -2.916527], [1.353637, -2.331233, 1.031751], [0.803955, -2.396197, -0.636123], [-0.091700, 0.127681, 0.560380], [-2.320638, -0.812051, -0.097449], [-1.105209, -1.079522, -1.369941], [-1.565574, -2.416879, -0.300053], [4.738076, -2.139752, -0.035505], [4.006306, -1.570588, 1.475260], [5.161915, 0.539058, 1.341891], [7.565838, -0.954996, 0.503031], [6.564780, -1.904243, 1.608566], [7.165490, -0.309705, 2.088746], [3.554020, 2.294617, 0.094091], [1.769881, 2.332705, -1.090387], [1.847766, 2.499026, 1.997303], [-3.055881, -2.712647, -5.490153], [-3.262550, -3.689913, -4.526148], [-2.316498, -3.891813, -3.531314], [-1.166571, -3.115372, -3.499385], [-0.957925, -2.137813, -4.461852], [-1.903862, -1.938496, -5.459414], [-3.806419, -2.542225, -6.252310], [-4.171102, -4.278386, -4.538918], [-2.478707, -4.646324, -2.772138], [-0.433580, -3.261002, -2.715659], [-0.062365, -1.529270, -4.425969], [-1.748979, -1.166382, -6.203611], [3.918537, 1.264111, 3.929640], [4.851263, 0.428810, 4.528701], [5.289014, 0.686931, 5.821509], [4.791838, 1.780829, 6.517447], [3.855758, 2.613574, 5.918662], [3.421087, 2.355277, 4.626427], [3.564631, 1.069030, 2.924960], [5.232317, -0.428465, 3.986957], [6.015521, 0.033200, 6.288117], [5.129322, 1.980927, 7.526945], [3.456721, 3.462573, 6.460956], [2.683826, 2.997210, 4.160187], [-0.191456, -1.734916, -10.559834], [1.108594, -2.022765, -10.951553], [2.015984, -2.525045, -10.028677], [1.623876, -2.739492, -8.714755], [0.323897, -2.451113, -8.322288], [-0.582626, -1.949720, -9.245415], [-0.899349, -1.342439, -11.278856], [1.415193, -1.854448, -11.976154], [3.030976, -2.746368, -10.333176], [2.330971, -3.126934, -7.992723], [0.016829, -2.622073, -7.298788], [-1.596904, -1.726672, -8.938080], [-6.947128, 0.162758, -3.519893], [-5.673853, -0.143157, -3.981502], [-4.726028, -0.667419, -3.113888], [-5.050392, -0.883959, -1.781903], [-6.322183, -0.576036, -1.319630], [-7.271333, -0.053557, -2.187456], [-7.685456, 0.573785, -4.197054], [-5.418295, 0.025665, -5.020337], [-3.733124, -0.909354, -3.471005], [-4.308558, -1.290191, -1.107356], [-6.570126, -0.736856, -0.277686], [-8.261784, 0.191903, -1.824086], [2.333155, 7.169722, 4.252030], [3.276656, 6.349432, 4.854145], [3.707108, 6.617399, 6.146247], [3.188261, 7.700436, 6.841986], [2.234234, 8.513932, 6.245035], [1.811339, 8.250519, 4.949487], [1.991963, 6.954923, 3.247550], [3.671095, 5.495817, 4.317485], [4.443825, 5.974668, 6.611565], [3.518448, 7.904139, 7.852709], [1.815925, 9.349406, 6.792234], [1.060445, 8.878799, 4.486822], [-10.043545, -0.902680, 3.813038], [-9.951711, -0.893113, 2.428233], [-8.830278, -1.422282, 1.804773], [-7.800092, -1.959084, 2.563999], [-7.890882, -1.965882, 3.948908], [-9.012904, -1.438632, 4.572848], [-10.916780, -0.488364, 4.300690], [-10.752754, -0.471290, 1.834707], [-8.756185, -1.413088, 0.724444], [-6.923263, -2.366925, 2.077566], [-7.084212, -2.378239, 4.540727], [-9.081568, -1.440904, 5.653160], [-3.362262, 5.240577, 4.507721], [-1.990619, 5.168119, 4.707630], [-1.287534, 6.300509, 5.096120], [-1.955084, 7.502338, 5.285679], [-3.327260, 7.574290, 5.087883], [-4.030418, 6.442400, 4.698650], [-3.908536, 4.359481, 4.196891], [-1.468610, 4.233298, 4.549839], [-0.217455, 6.247304, 5.249300], [-1.402868, 8.383243, 5.589640], [-3.848440, 8.511960, 5.235388], [-5.099933, 6.497701, 4.539312]],
  "atomic_forces_ev_per_a": [[-0.11, -0.09, 0.01], [-0.12, 0.01, 0.04], [0.09, 0.08, -0.07], [-0.11, 0.01, 0.03], [0.01, 0.13, -0.14], [0.10, -0.02, -0.01], [0.02, -0.01, -0.18], [0.02, -0.27, -0.08], [-0.17, -0.24, 0.06], [0.15, 0.19, -0.30], [0.11, -0.01, -0.07], [-0.08, -0.12, 0.08], [0.06, -0.04, 0.10], [-0.27, 0.10, 0.18], [0.14, -0.19, 0.11], [0.19, 0.07, -0.16], [-0.39, 0.02, 0.18], [0.27, -0.27, 0.14], [0.03, -0.10, -0.15], [0.16, 0.01, 0.08], [-0.02, 0.13, -0.01], [-0.07, 0.06, -0.03], [-0.02, -0.03, -0.01], [0.05, 0.08, 0.00], [-0.10, -0.01, 0.09], [0.17, 0.00, 0.05], [0.01, 0.10, 0.00], [0.13, 0.00, 0.10], [-0.10, 0.06, 0.12], [-0.03, 0.02, 0.12], [-0.16, 0.00, -0.06], [0.13, 0.04, 0.10], [-0.06, -0.12, 0.03], [0.07, 0.12, -0.17], [0.00, -0.03, 0.21], [-0.04, -0.09, 0.12], [0.11, 0.03, 0.06], [-0.11, -0.02, 0.06], [-0.03, 0.11, 0.01], [-0.04, 0.00, 0.07], [0.09, -0.04, -0.14], [-0.02, -0.08, -0.15], [-0.13, -0.05, 0.00], [0.02, 0.14, -0.02], [-0.05, 0.03, -0.08], [0.08, 0.05, -0.15], [0.23, 0.09, -0.11], [-0.19, 0.27, -0.04], [-0.03, -0.02, -0.03], [-0.01, 0.02, 0.00], [-0.02, 0.01, 0.00], [0.07, -0.01, 0.05], [0.00, 0.01, -0.02], [-0.04, 0.05, 0.00], [0.02, -0.01, -0.03], [0.01, -0.02, -0.01], [0.00, 0.00, 0.00], [0.00, 0.00, 0.01], [0.00, 0.00, 0.00], [0.00, 0.00, 0.00], [0.04, -0.03, -0.08], [0.02, 0.01, 0.01], [0.00, 0.01, 0.00], [0.01, -0.02, -0.02], [-0.01, 0.05, 0.03], [0.00, 0.03, 0.01], [-0.11, -0.05, 0.01], [0.00, 0.00, 0.00], [0.00, 0.00, 0.00], [0.00, 0.00, 0.00], [0.00, 0.00, 0.01], [-0.02, -0.01, 0.01], [0.00, 0.00, 0.00], [0.00, 0.00, 0.00], [0.00, 0.01, 0.00], [0.00, 0.01, 0.00], [0.02, -0.04, 0.01], [-0.02, 0.00, 0.01], [0.00, 0.00, 0.00], [0.00, 0.00, 0.00], [0.00, 0.00, 0.00], [0.00, 0.00, 0.00], [0.01, 0.00, 0.00], [-0.01, 0.00, 0.00], [0.00, 0.00, 0.00], [0.00, -0.02, -0.01], [0.06, 0.00, 0.04], [-0.02, -0.01, -0.01], [-0.01, -0.01, 0.03], [0.00, 0.01, 0.00], [0.00, 0.00, 0.00], [0.00, 0.01, 0.00], [0.00, 0.01, 0.00], [0.00, 0.00, 0.00], [0.00, 0.01, 0.01], [0.00, 0.00, 0.00], [-0.02, -0.02, 0.02], [0.02, -0.04, -0.05], [0.01, -0.02, 0.03], [-0.04, -0.02, 0.00], [0.01, 0.00, 0.00], [-0.04, 0.03, 0.00], [0.00, 0.00, -0.01], [0.03, 0.00, 0.01], [0.01, 0.00, 0.00], [0.00, 0.00, 0.00], [0.01, 0.01, 0.00], [0.01, 0.01, -0.02], [0.00, 0.01, 0.00], [0.00, -0.01, 0.01], [0.00, 0.01, -0.04], [0.01, 0.01, 0.00], [0.00, 0.00, 0.00], [0.00, 0.00, 0.01], [0.00, 0.00, 0.00], [0.00, 0.00, 0.00], [-0.01, -0.01, 0.00], [0.00, 0.00, 0.00], [0.00, 0.00, 0.00], [0.00, 0.00, 0.00], [0.00, 0.00, 0.00], [0.00, 0.02, -0.02], [0.02, -0.04, 0.02], [0.00, 0.01, 0.01], [0.00, 0.00, 0.00], [0.00, 0.00, 0.00], [0.00, 0.00, 0.00], [0.00, -0.01, 0.00], [0.00, 0.00, 0.00], [0.00, 0.00, 0.00], [0.00, 0.00, 0.00], [0.00, 0.00, 0.00]],
  "e_above_lowest_kcal_mol": 4.5,
  "orbital_gap_ev": 6.7,
  "e_tot_ha": -7494.067933,
  "lumo_ha": 0.082,
  "e_homo_ev": -4.477,
  "charge": -1
}